Here is a molecular structure, C9H19Br2O7 in a non-equilibrium geometry from the OMol25 dataset. Energies are from ωB97M-V with the def2-TZVPD basis set.

Each line ends with the Löwdin charge.
CARTESIAN COORDINATES (ANGSTROEM)
C 1.920 0.494 0.329  -0.23
O 1.756 -0.900 0.650  -0.37
H 0.969 1.018 0.230  0.02
H 2.256 1.051 1.204  0.08
H 2.638 0.668 -0.472  0.08
Br 0.381 -3.473 -2.203  0.57
C 1.528 -1.936 -1.662  -0.59
C 0.856 -0.556 -2.093  -0.59
Br 0.720 -0.571 -4.105  0.49
H 2.491 -2.216 -2.091  0.06
H 1.565 -1.894 -0.574  0.01
H 1.296 0.346 -1.668  0.06
H -0.084 -0.466 -1.548  -0.02
C -2.631 -3.486 1.997  -0.07
O -1.337 -3.230 2.562  -0.03
C -0.384 -2.425 1.968  -0.47
O 0.654 -1.998 2.568  0.07
O -0.741 -2.059 0.729  0.03
C -0.050 -1.027 -0.022  -0.35
H -3.139 -4.212 2.631  0.08
H -2.593 -4.044 1.062  0.09
H -3.317 -2.644 1.900  0.09
H 0.095 -0.119 0.563  -0.01
H -0.673 -0.782 -0.882  0.07
H 0.887 -1.356 -0.471  -0.08
C -0.900 0.813 0.696  -0.13
O -1.325 2.147 0.507  0.06
C -0.436 3.122 0.374  -0.53
O 0.746 3.123 0.763  0.08
O -0.908 4.040 -0.509  -0.03
C -0.090 5.121 -1.028  -0.04
H -0.403 0.426 -0.194  0.04
H -1.674 0.065 0.872  0.15
H -0.177 0.698 1.504  0.15
H 0.469 4.833 -1.918  0.09
H 0.497 5.634 -0.266  0.09
H -0.861 5.794 -1.403  0.08

Output
total charge = -1
HOMO-LUMO gap = 5.8 eV